Entry from OMol25: a 2-piece molecular cluster, C6H14N2O2 overall (ωB97M-V/def2-TZVPD).

Each line ends with the natural charge from an NBO analysis.
Atoms and positions in Å:
O 0.0227 -0.8246 -0.5977  -0.737
H 1.5770 -2.4092 0.5597  0.211
H -0.7610 -2.4149 -3.3236  0.193
H -0.8704 0.7203 0.3502  0.441
H -2.1301 3.1562 -0.2182  0.184
C 1.8165 -3.0217 -0.2975  -0.646
H 0.9969 -3.3949 -2.1688  0.299
C -0.5742 -1.4838 -2.8095  -0.889
C 0.1481 0.6952 2.5460  -0.710
H 0.0422 -0.8394 -3.4416  0.218
N -0.7785 1.7025 0.5741  -0.616
O -0.2732 3.0604 2.3047  -0.680
C 0.1512 -1.6515 -1.5022  0.532
H -1.5351 -0.9892 -2.6172  0.214
N 0.9605 -2.7089 -1.4193  -0.713
H -0.8199 2.4727 -1.3317  0.206
H 2.8424 -2.8317 -0.5604  0.180
C -0.3264 1.9366 1.8169  0.670
H 1.2319 0.7065 2.6093  0.229
C -1.1081 2.7758 -0.3210  -0.423
H -0.1451 -0.2130 2.0322  0.230
H -0.2636 0.7209 3.5535  0.217
H -0.4429 3.6080 -0.0842  0.214
H 1.7452 -4.0929 -0.0810  0.175

Summary:
net charge	-1
expectation value of S²	0.750
electronic energy	-13524.3269	eV
multiplicity	2
frontier orbital gap (alpha / beta)	2.6 / 9.6	eV
energy relative to the best compared isomer or geometry (same formula, charge and spin)	42.1	kJ/mol

Entry from OMol25: a 2-piece molecular cluster, C6H14N2O2 overall (ωB97M-V/def2-TZVPD).

Each line ends with the natural charge from an NBO analysis.
Atoms and positions in Å:
H -0.8843 -1.9591 1.0972  0.243
H 0.4266 0.9337 0.0357  0.406
C -0.5099 -0.6651 -3.1067  -0.433
C -0.6419 0.6980 2.4869  -0.702
C -0.8819 -2.5042 0.1466  -0.722
H -0.1731 -0.2112 2.8653  0.230
H 0.2090 -2.6087 0.1429  0.212
C 0.3347 1.7162 1.9684  0.672
H 2.4929 2.0650 -0.5457  0.201
H 0.3927 -0.3193 -3.6161  0.215
C -1.2797 -1.5482 -0.9461  0.669
O -2.4001 -1.0966 -1.0713  -0.603
N -0.2553 -1.1494 -1.7782  -0.631
H -0.9612 0.3339 -3.0798  0.215
O 0.7207 2.6485 2.6449  -0.611
N 0.9275 1.4236 0.7568  -0.646
H -1.2809 1.1150 3.2534  0.239
H 2.9101 1.8190 1.1750  0.198
H 0.5408 -1.7636 -1.6980  0.381
H -1.1985 0.3777 1.6061  0.214
H -1.5191 -3.3656 0.1867  0.252
C 2.1452 2.1545 0.4749  -0.419
H 2.0545 3.2166 0.6847  0.216
H -1.1689 -1.3107 -3.6834  0.204

Summary:
SMILES string	CNC(C)=O.CNC(C)=O
net charge	0
electronic energy	-13524.4364	eV
frontier orbital gap	10.1	eV
energy relative to the best compared isomer or geometry (same formula, charge and spin)	114.6	kJ/mol